# 1
# CH7N2S

A 2-piece molecular cluster, CH7N2S overall in a non-equilibrium geometry (ωB97M-V/def2-TZVPD, OMol25).

Charge ... -1
Calculated total energy ... -550.01251 Ha
Energy above the lowest of the compared OMol25 structures with the same formula, charge and spin ... 0.5826 eV
Frontier orbital gap ... 6.90 eV

Each line ends with the Löwdin charge.
Atoms and positions in Å:
S: 1.1762 -2.0334 0.7197  -0.26
N: 0.3020 0.9827 0.1842  -0.05
N: -1.6268 2.1623 -0.8538  -0.03
C: -0.6935 1.0109 -0.8617  -0.40
H: 1.0083 0.2774 -0.0334  -0.06
H: -2.5585 1.8211 -1.0176  0.03
H: 0.3021 -1.5023 1.5818  -0.46
H: -1.5552 2.8109 -0.0895  0.03
H: -0.2615 1.0188 -1.8581  0.09
H: -0.1866 0.7008 1.0203  0.03
H: -1.3064 0.1057 -0.7251  0.09



# 2
# CH7N3

An isolated molecule of CH7N3 in a non-equilibrium geometry (ωB97M-V/def2-TZVPD, OMol25).

Charge ... 0
Calculated total energy ... -206.42159 Ha
Energy above the lowest of the compared OMol25 structures with the same formula, charge and spin ... 3.8887 eV
SMILES ... CN(N)N
Frontier orbital gap ... 9.73 eV

Each line ends with the Löwdin charge.
Atoms and positions in Å:
N: 1.1556 0.7085 -1.0759  -0.04
N: 0.4306 -0.2831 -0.4052  -0.29
N: 1.0967 -0.4127 0.8204  -0.07
C: -1.3466 0.1405 -0.2912  0.04
H: -1.5918 1.0235 -1.0121  0.09
H: -1.6829 0.3983 0.6459  0.00
H: -1.6795 -0.7798 -0.5571  -0.01
H: 2.0049 0.4197 -1.4726  0.05
H: 1.2244 1.4954 -0.4221  0.06
H: 0.8837 -1.2496 1.3781  0.07
H: 0.9782 0.4282 1.5106  0.10